{"formula": "CH3IOS2", "method": "ωB97M-V/def2-TZVPD", "elements": ["C", "O", "S", "S", "I", "H", "H", "H"], "xyz": [[-1.494, 1.107, -1.394], [-0.157, 1.227, 0.785], [2.712, -1.589, 1.396], [-1.503, 1.525, 0.170], [1.704, -3.719, 1.618], [-0.662, 0.716, -1.928], [-2.322, 1.404, -1.854], [1.724, -0.670, 1.206]], "lumo_energy_ev": -0.6, "total_energy_ha": -1209.14022, "largest_force_ev_per_a": 4.227}


{"formula": "CH3IS", "method": "ωB97M-V/def2-TZVPD", "elements": ["C", "S", "I", "H", "H", "H"], "xyz": [[1.196, 0.993, 1.012], [-3.264, 0.017, 0.284], [-0.615, 0.668, 0.038], [1.835, 0.109, 1.223], [1.180, 1.883, 1.694], [-3.500, 0.331, 1.480]], "lumo_energy_ev": -2.1, "total_energy_ha": -735.63648, "largest_force_ev_per_a": 2.882}


{"formula": "CH3N2O", "method": "ωB97M-V/def2-TZVPD", "elements": ["C", "N", "N", "O", "H", "H", "H"], "xyz": [[-0.252, 0.550, -0.510], [-1.288, -0.029, -1.524], [0.661, 0.286, 0.310], [-1.087, 1.349, -0.925], [-1.973, -0.402, -0.765], [1.025, -0.662, 0.169], [1.097, 1.009, 1.000]], "smiles": "[NH2+]=C1NO1", "lumo_energy_ev": -4.8, "total_charge": 1, "total_energy_ha": -224.23737, "largest_force_ev_per_a": 4.497}


{"formula": "CH3N2O", "method": "ωB97M-V/def2-TZVPD", "elements": ["C", "N", "N", "O", "H", "H", "H"], "xyz": [[-0.772, -0.131, 0.452], [2.343, 0.783, -1.315], [1.583, 0.411, -0.643], [0.018, -0.323, -0.539], [-0.900, 0.945, 0.586], [-0.702, -0.823, 1.417], [-1.570, -0.862, 0.042]], "lumo_energy_ev": -9.4, "total_charge": 1, "total_energy_ha": -224.16827, "largest_force_ev_per_a": 3.730}


{"formula": "CH3N2O2", "method": "ωB97M-V/def2-TZVPD", "elements": ["C", "N", "N", "O", "O", "H", "H", "H"], "xyz": [[-0.536, -0.050, -0.976], [0.483, -0.115, -0.105], [0.515, -1.180, 1.736], [0.532, -0.201, 2.552], [-1.509, -0.808, -0.990], [-0.629, 0.694, -1.798], [1.179, 0.521, 0.187], [-0.528, -1.475, 1.636]], "lumo_energy_ev": 4.7, "total_charge": -1, "total_energy_ha": -299.80869, "largest_force_ev_per_a": 2.937}


{"formula": "CH3N2O2P", "method": "ωB97M-V/def2-TZVPD", "elements": ["C", "N", "N", "O", "O", "P", "H", "H", "H"], "xyz": [[-0.521, -1.287, 0.018], [0.554, -0.477, -0.215], [-1.818, -0.053, 0.274], [-0.859, -2.402, 0.172], [-4.083, 0.888, 0.076], [-3.373, -0.322, -0.169], [0.523, 0.460, 0.028], [1.359, -0.870, -0.706], [-1.440, 0.693, 0.830]], "smiles": "NC(=O)NP=O", "lumo_energy_ev": 0.3, "total_energy_ha": -641.25492, "largest_force_ev_per_a": 5.256}


{"formula": "CH3N2O2P", "method": "ωB97M-V/def2-TZVPD", "elements": ["C", "N", "N", "O", "O", "P", "H", "H", "H"], "xyz": [[1.536, -0.213, -0.202], [-2.436, -0.125, -0.187], [0.793, 0.343, 0.950], [-1.936, -1.231, -0.325], [-0.030, 1.199, 0.757], [-3.001, 1.165, 0.108], [1.724, 0.487, -1.065], [0.838, -1.123, -0.404], [2.513, -0.501, 0.366]], "smiles": "[O-][N+]#P.CN=O", "lumo_energy_ev": 0.2, "total_energy_ha": -641.06402, "largest_force_ev_per_a": 5.973}


{"formula": "CH3N2O2S", "method": "ωB97M-V/def2-TZVPD", "elements": ["C", "N", "N", "O", "O", "S", "H", "H", "H"], "xyz": [[0.984, -0.631, -0.051], [1.887, 0.242, -0.847], [1.316, 0.760, 0.399], [-3.414, -1.107, -0.655], [-3.042, 0.661, 0.998], [-2.482, 0.004, -0.244], [1.433, -1.290, 0.740], [2.806, 0.031, -0.538], [0.510, 1.331, 0.199]], "lumo_energy_ev": [4.0, 2.8], "total_charge": -1, "total_energy_ha": -697.95636, "largest_force_ev_per_a": 2.906}


{"formula": "CH3N2O2S", "method": "ωB97M-V/def2-TZVPD", "elements": ["C", "N", "N", "O", "O", "S", "H", "H", "H"], "xyz": [[0.296, -0.451, -0.033], [1.245, 0.136, -0.852], [1.076, 0.661, 0.464], [-2.363, -1.117, 0.248], [-1.848, 1.218, 0.415], [-1.701, 0.028, -0.434], [0.586, -1.497, 0.470], [2.140, -0.552, -0.749], [0.569, 1.574, 0.471]], "lumo_energy_ev": 4.2, "total_charge": -1, "total_energy_ha": -698.02417, "largest_force_ev_per_a": 4.922}


{"formula": "CH3N2O3S", "method": "ωB97M-V/def2-TZVPD", "elements": ["C", "N", "N", "O", "O", "O", "S", "H", "H", "H"], "xyz": [[-1.518, -0.983, -0.029], [0.758, 0.021, -0.076], [-0.738, 0.045, 0.209], [-3.631, 1.251, -0.777], [-1.162, -2.141, -0.167], [-3.970, 0.059, 1.211], [-3.815, -0.106, -0.234], [0.942, -0.265, -1.087], [1.211, -0.798, 0.259], [-1.100, 0.842, 0.711]], "lumo_energy_ev": [3.9, 3.9], "total_charge": -1, "total_energy_ha": -773.30160, "largest_force_ev_per_a": 3.572}


{"formula": "CH3N2O4S", "method": "ωB97M-V/def2-TZVPD", "elements": ["C", "N", "N", "O", "O", "O", "O", "S", "H", "H", "H"], "xyz": [[-1.355, -0.996, 0.230], [-1.603, 0.375, 0.144], [-0.118, -1.464, 0.179], [2.322, -0.982, 0.556], [-2.282, -1.813, 0.252], [1.127, -0.034, -1.382], [1.952, 1.791, 0.720], [1.141, -0.389, 0.009], [-0.948, 0.927, -0.432], [-2.611, 0.636, -0.170], [2.375, 1.949, -0.106]], "lumo_energy_ev": [1.9, 1.9], "total_charge": -1, "total_energy_ha": -848.53838, "largest_force_ev_per_a": 3.566}


{"formula": "CH3N3O", "method": "ωB97M-V/def2-TZVPD", "elements": ["C", "N", "N", "N", "O", "H", "H", "H"], "xyz": [[-0.105, -0.636, 0.462], [0.929, 0.146, 0.481], [-0.307, -1.946, 1.225], [1.960, 1.973, 0.019], [0.988, 1.168, -0.371], [-0.924, -0.181, -0.189], [-1.243, -2.261, 1.310], [2.193, 2.466, -0.828]], "lumo_energy_ev": [-0.4, -1.7], "total_energy_ha": -279.15190, "largest_force_ev_per_a": 6.399}


{"formula": "CH3N3O", "method": "ωB97M-V/def2-TZVPD", "elements": ["C", "N", "N", "N", "O", "H", "H", "H"], "xyz": [[-1.066, 0.016, 0.080], [0.253, 0.063, 0.259], [-1.974, 0.805, 0.372], [2.459, 0.055, 0.069], [1.267, 0.117, -0.586], [-1.328, -1.573, -0.038], [-2.776, 0.326, 0.481], [3.165, 0.191, -0.637]], "lumo_energy_ev": [-0.7, -1.2], "total_energy_ha": -279.10775, "largest_force_ev_per_a": 4.389}


{"formula": "CH3N3O2S", "method": "ωB97M-V/def2-TZVPD", "elements": ["C", "N", "N", "N", "O", "O", "S", "H", "H", "H"], "xyz": [[-0.469, 0.751, -0.076], [-0.340, -1.404, -1.067], [-0.055, -0.299, -0.879], [0.035, -0.948, 1.854], [-0.023, -1.703, 2.800], [1.138, 0.413, -1.543], [-1.057, 0.242, 1.551], [0.390, 1.522, -0.144], [-1.332, 1.413, -0.269], [1.713, 0.012, -2.227]], "lumo_energy_ev": [0.4, -1.5], "total_energy_ha": -752.56326, "largest_force_ev_per_a": 5.355, "multiplicity": 3}


{"formula": "CH3N3O2Si", "method": "ωB97M-V/def2-TZVPD", "elements": ["C", "N", "N", "N", "O", "O", "Si", "H", "H", "H"], "xyz": [[1.066, 1.572, -0.037], [1.832, 2.400, 0.187], [-1.612, 0.028, 0.526], [1.053, -1.077, 0.024], [2.062, -0.716, -0.536], [0.820, -2.195, 0.482], [-0.185, 0.200, -0.361], [-1.707, -0.503, 1.382], [-2.551, 0.213, 0.127], [-0.777, 0.078, -1.793]], "smiles": "N#C[Si@H](N)[N+](=O)[O-]", "lumo_energy_ev": -0.7, "total_energy_ha": -644.07731, "largest_force_ev_per_a": 2.228}


{"formula": "CH3N3O4", "method": "ωB97M-V/def2-TZVPD", "elements": ["C", "N", "N", "N", "O", "O", "O", "O", "H", "H", "H"], "xyz": [[0.134, 1.771, 1.609], [-0.903, 0.102, -1.522], [-0.717, -0.769, -0.523], [1.356, -1.312, 0.750], [0.262, 2.348, 0.626], [1.226, -2.450, 0.383], [-0.024, 1.234, 2.603], [0.520, -0.417, 0.352], [-1.214, 1.004, -1.182], [-0.172, 0.188, -2.225], [-0.467, -1.700, -0.870]], "smiles": "NNON=O.O=C=O", "lumo_energy_ev": 0.6, "total_energy_ha": -504.99577, "largest_force_ev_per_a": 2.208}


{"formula": "CH3N3S2", "method": "ωB97M-V/def2-TZVPD", "elements": ["C", "N", "N", "N", "S", "S", "H", "H", "H"], "xyz": [[1.322, 0.660, -0.889], [0.096, 0.688, -0.671], [-0.586, -0.270, -0.241], [-1.603, 0.158, 0.727], [2.314, -0.615, -0.104], [0.702, -1.692, 0.530], [1.740, 1.477, -1.366], [-2.488, -0.164, 0.375], [-1.498, -0.241, 1.639]], "smiles": "NN1N=CSS1", "lumo_energy_ev": -0.1, "total_energy_ha": -1000.43083, "largest_force_ev_per_a": 4.516}


{"formula": "CH3N4", "method": "ωB97M-V/def2-TZVPD", "elements": ["C", "N", "N", "N", "N", "H", "H", "H"], "xyz": [[-0.026, -0.251, -0.250], [-1.061, -0.124, -1.330], [-1.794, 0.480, -0.470], [-0.929, 0.220, 0.617], [1.260, -0.263, -0.382], [-1.013, 0.568, 2.654], [1.630, -0.582, -1.331], [1.933, -0.049, 0.492]], "lumo_energy_ev": [-8.5, -8.5], "total_charge": 1, "total_energy_ha": -258.34516, "largest_force_ev_per_a": 4.374}


{"formula": "CH3N4O", "method": "ωB97M-V/def2-TZVPD", "elements": ["C", "N", "N", "N", "N", "O", "H", "H", "H"], "xyz": [[-0.859, -0.180, 0.076], [-0.740, -1.440, 0.012], [2.025, -0.565, 0.170], [1.350, 0.354, -0.105], [0.161, 0.737, 0.015], [-2.137, 0.272, 0.063], [0.177, -1.929, -0.036], [-2.012, 1.161, 0.489], [2.035, 1.590, -0.683]], "lumo_energy_ev": 4.2, "total_charge": -1, "total_energy_ha": -334.05562, "largest_force_ev_per_a": 5.827}


{"formula": "CH3N4O", "method": "ωB97M-V/def2-TZVPD", "elements": ["C", "N", "N", "N", "N", "O", "H", "H", "H"], "xyz": [[0.660, 0.579, 0.561], [-0.411, 1.302, 0.512], [-1.356, 1.193, -0.216], [-2.210, 1.241, -0.901], [0.355, -0.994, -0.183], [1.724, 0.698, 0.992], [0.284, -1.590, 0.653], [1.301, -1.185, -0.549], [-0.348, -1.245, -0.869]], "smiles": "N#[N+]/N=C(\\[NH3+])[O-]", "lumo_energy_ev": -4.9, "total_charge": 1, "total_energy_ha": -333.81524, "largest_force_ev_per_a": 3.729}